{
  "formula": "C5H11N2",
  "method": "ωB97M-V/def2-TZVPD",
  "species": ["N", "N", "C", "C", "C", "C", "C", "H", "H", "H", "H", "H", "H", "H", "H", "H", "H", "H"],
  "positions_angstrom": [[0.92234, -2.22776, -1.46283], [-0.42944, 1.27092, 0.53337], [-1.35937, 0.48549, -0.14004], [0.01801, 0.81363, 1.76259], [0.38853, -1.11693, -1.67181], [0.52652, -0.36126, 1.91243], [-0.01198, 2.38538, 0.03869], [0.91327, -0.66106, 2.83604], [0.45145, -1.27264, 1.31468], [-0.53366, 2.68687, -0.82271], [0.07557, 1.59233, 2.51003], [-1.88587, -0.16752, 0.68210], [1.19687, -2.55700, -0.54339], [-2.08293, 0.93388, -0.68325], [-0.57495, -0.20231, -0.85041], [1.41187, -2.79224, -2.09699], [0.89791, 2.85760, 0.43837], [0.35584, -0.93650, -2.71181]],
  "forces_ev_per_angstrom": [[1.648, -1.781, 2.198], [-0.702, 2.677, -1.085], [0.341, -4.783, 2.786], [1.238, 1.277, 0.812], [-0.638, 1.825, 0.044], [-0.169, -2.887, 0.203], [1.100, -0.873, 0.980], [0.602, 0.132, 1.545], [-0.064, 0.900, -0.754], [-0.172, 0.738, -1.036], [0.064, -0.093, 0.119], [0.948, 1.028, -1.865], [-0.607, 0.237, 0.432], [-1.910, 2.037, -1.843], [-1.072, 0.138, 0.926], [0.351, -0.892, -1.919], [-0.827, 0.008, -0.063], [-0.131, 0.311, -1.480]],
  "mulliken_charge": [-0.1723, 0.1740, -1.0328, -0.2102, -0.2914, -0.5748, -0.2090, 0.3109, 0.1674, 0.2955, 0.4506, 0.2776, 0.2000, 0.4703, 0.2623, 0.2554, 0.3150, 0.3115],
  "relative_energy_kj_mol": 490.5,
  "charge": 1,
  "homo_energy_ev": [-12.3, -12.3],
  "orbital_gap_ev": [8.000, 7.999],
  "e_tot_ev": -8332.0355
}


{
  "formula": "C30H77N3O10",
  "method": "ωB97M-V/def2-TZVPD",
  "species": ["O", "O", "O", "O", "O", "O", "O", "O", "O", "O", "N", "N", "N", "C", "C", "C", "C", "C", "C", "C", "C", "C", "C", "C", "C", "C", "C", "C", "C", "C", "C", "C", "C", "C", "C", "C", "C", "C", "C", "C", "C", "C", "C", "H", "H", "H", "H", "H", "H", "H", "H", "H", "H", "H", "H", "H", "H", "H", "H", "H", "H", "H", "H", "H", "H", "H", "H", "H", "H", "H", "H", "H", "H", "H", "H", "H", "H", "H", "H", "H", "H", "H", "H", "H", "H", "H", "H", "H", "H", "H", "H", "H", "H", "H", "H", "H", "H", "H", "H", "H", "H", "H", "H", "H", "H", "H", "H", "H", "H", "H", "H", "H", "H", "H", "H", "H", "H", "H", "H", "H"],
  "positions_angstrom": [[-18.49784, -12.33215, -23.50735], [-25.20143, -9.14893, -23.92137], [-19.75902, -11.47091, -28.46701], [-29.49093, -16.98408, -21.55770], [-27.83695, -4.10545, -30.26205], [-24.54500, -12.60756, -24.86075], [-22.57262, -17.10345, -26.16686], [-23.86896, -8.85854, -28.97741], [-23.08580, -9.05551, -19.05332], [-25.87283, -14.99036, -23.78353], [-20.07269, -10.84998, -25.60150], [-26.62176, -16.91494, -21.14969], [-25.98212, -6.03502, -29.50178], [-24.59094, -9.97039, -28.46114], [-22.16618, -9.31345, -20.10148], [-25.86807, -7.48232, -29.30627], [-18.44551, -11.05541, -28.74326], [-26.93663, -14.20251, -23.27994], [-22.92959, -8.48522, -24.18361], [-28.68708, -18.14931, -21.78420], [-27.47332, -18.09384, -20.88111], [-28.01586, -2.77518, -29.80903], [-24.62162, -8.12654, -29.93213], [-22.26394, -10.74745, -20.61656], [-20.80148, -17.77040, -27.60444], [-22.51124, -13.11008, -23.52865], [-21.32396, -16.65272, -26.72955], [-19.33202, -10.32145, -24.46358], [-20.77612, -9.02938, -19.55448], [-22.57641, -13.09203, -26.08718], [-18.31438, -13.28930, -22.46324], [-24.30154, -8.55959, -24.85010], [-30.24078, -16.52129, -22.69518], [-20.43983, -16.35958, -25.51963], [-25.90503, -17.01922, -22.42264], [-25.19336, -15.72201, -22.80141], [-20.63640, -10.47213, -27.97597], [-19.29706, -11.21471, -23.25596], [-24.81527, -7.19708, -25.25275], [-20.21184, -9.86616, -26.65890], [-23.11956, -12.50394, -24.79208], [-26.62393, -4.25372, -30.99088], [-26.24768, -5.73852, -30.91028], [-31.20597, -17.02324, -22.60290], [-17.95642, -10.49247, -27.94090], [-20.31244, -11.49359, -22.95621], [-26.80902, -3.90557, -32.01366], [-20.43865, -17.07175, -24.69694], [-23.02057, -12.64346, -26.98296], [-27.69617, -14.78951, -22.75867], [-29.03856, -2.64608, -29.44746], [-25.48946, -5.95270, -31.67097], [-25.83344, -3.65551, -30.53006], [-28.03395, -2.15517, -30.71621], [-21.53973, -15.72666, -27.25486], [-26.60450, -17.23519, -23.24350], [-19.41760, -16.05229, -25.77482], [-22.95393, -7.79673, -23.33740], [-27.04702, -6.36221, -31.34282], [-22.42971, -17.62798, -25.37752], [-22.36000, -8.63941, -20.94376], [-20.63890, -7.94676, -19.49809], [-17.57177, -14.02308, -22.73818], [-21.59898, -10.81968, -21.47822], [-17.81574, -11.89956, -29.01037], [-20.64575, -9.35380, -18.52413], [-24.13406, -6.68988, -25.94645], [-26.49802, -13.42063, -22.65458], [-20.99211, -9.12619, -26.45878], [-19.77004, -9.36620, -24.14757], [-21.32677, -17.77966, -28.56143], [-25.72238, -7.18407, -25.85976], [-29.91542, -16.82844, -23.69668], [-26.77903, -8.03459, -29.57724], [-27.85297, -18.02529, -19.85861], [-29.26406, -19.01626, -21.42684], [-23.98755, -7.32913, -30.32011], [-20.72634, -15.38606, -25.09784], [-27.31908, -2.45962, -29.03304], [-20.86904, -18.75036, -27.12606], [-22.79808, -12.37650, -22.77485], [-21.84220, -11.48606, -19.92882], [-18.31917, -10.00718, -24.76530], [-18.46604, -10.36858, -29.59933], [-26.78043, -5.71359, -28.96976], [-24.25778, -9.18567, -25.74805], [-18.12777, -12.75614, -21.52482], [-27.28663, -16.15224, -21.18629], [-19.74185, -17.78747, -27.88580], [-23.05597, -14.01517, -23.25288], [-25.23894, -17.88528, -22.40032], [-23.99764, -8.92173, -19.31876], [-20.81156, -9.63594, -28.66147], [-22.16580, -8.06981, -24.84708], [-19.32858, -13.68758, -22.32832], [-20.10600, -9.47444, -20.29012], [-21.49921, -13.09538, -26.23842], [-22.92649, -11.43100, -24.73118], [-25.01051, -15.25453, -21.81935], [-25.41346, -9.82465, -27.75335], [-18.79755, -10.64063, -22.45754], [-23.76698, -10.46127, -27.94043], [-24.18056, -15.90672, -23.17014], [-21.60129, -10.96126, -27.86156], [-24.85356, -9.97278, -23.56794], [-19.25851, -9.32222, -26.75215], [-30.15608, -15.44188, -22.63101], [-25.01538, -10.59742, -29.25287], [-26.90883, -19.02695, -20.88033], [-24.94131, -8.73658, -30.78370], [-23.02109, -14.08890, -26.21561], [-24.76923, -13.55187, -24.82848], [-28.54722, -18.22116, -22.86283], [-19.48032, -11.60391, -25.94175], [-21.45462, -13.27310, -23.71635], [-27.51406, -13.69066, -24.05110], [-23.29894, -11.01856, -20.82229], [-25.77349, -7.59126, -28.22076], [-24.88732, -6.52539, -24.39571], [-22.61945, -9.49399, -23.90918]],
  "forces_ev_per_angstrom": [[1.129, -0.804, -1.140], [-0.715, 0.387, 0.131], [0.002, -0.391, 0.288], [0.875, 0.116, -0.779], [0.159, 0.108, 0.775], [0.153, 0.025, 0.530], [-0.863, 0.611, -0.762], [-1.070, 0.263, -0.451], [0.094, 0.136, 0.778], [-0.318, 0.455, -0.357], [0.123, -0.346, 0.503], [0.061, -0.844, 0.332], [0.624, -0.984, -1.339], [1.107, -0.524, 0.072], [-0.307, -0.362, 0.264], [0.083, 0.158, 1.207], [0.018, 0.962, -0.569], [-0.112, 0.415, 0.263], [0.139, 0.403, -0.631], [-1.267, -0.395, 0.529], [0.302, 0.876, -0.083], [-1.121, 0.005, -1.122], [-0.453, 0.746, 0.144], [0.466, 0.109, 0.245], [0.689, -0.485, -1.003], [-1.468, 0.362, -0.518], [0.277, -1.371, 2.052], [-0.107, 0.999, -0.235], [-0.541, 0.764, -0.414], [-0.702, -0.455, -0.817], [-2.216, 1.646, 0.043], [0.364, -0.203, 0.125], [0.198, -0.924, 0.765], [0.864, 2.223, -0.202], [-0.810, -0.223, -0.555], [0.749, -0.987, 0.987], [0.088, 0.034, 0.104], [0.615, 0.177, 0.605], [0.289, 0.772, -0.542], [0.272, 0.051, -0.057], [-0.018, 0.036, -0.985], [-0.432, -0.667, -0.062], [-0.894, 0.902, -0.528], [-0.535, 0.929, -0.044], [-0.135, -0.252, 0.244], [0.021, -0.028, 0.035], [0.256, -0.091, -0.071], [-0.019, -0.392, -0.314], [0.096, 0.683, 0.285], [0.237, -0.171, 0.359], [0.096, -0.453, 0.335], [0.896, 0.148, 0.837], [0.079, 0.001, -0.033], [0.632, 0.494, 0.351], [0.034, -0.084, -0.221], [0.083, -0.015, -0.166], [0.154, -0.844, -0.265], [-0.165, -0.299, 0.262], [-0.545, 0.196, 0.414], [0.337, -0.048, -0.010], [-0.015, 0.019, 0.005], [0.205, -0.030, -0.253], [0.077, 0.018, -0.062], [-0.472, -0.046, -0.367], [-0.251, -0.238, 0.110], [0.023, -0.648, -0.192], [0.430, -0.326, 0.188], [-0.304, -0.051, 0.321], [0.086, -0.034, 0.466], [-0.354, -0.172, 0.025], [-0.248, -0.262, 0.164], [-0.373, -0.395, 0.582], [0.796, -0.114, 0.282], [-0.046, 0.122, -0.271], [-0.017, 0.225, 0.001], [-0.041, -0.116, -0.440], [0.189, -0.068, 0.126], [-0.669, -0.308, 0.226], [0.274, 0.008, -0.207], [-0.612, 0.131, 0.166], [0.800, -0.211, 0.485], [-0.235, 0.193, 0.364], [0.183, -0.348, 0.141], [0.120, -0.016, -0.101], [-0.070, 0.158, -0.103], [0.173, -0.072, 0.008], [0.636, -0.189, 0.047], [0.158, 0.277, -0.034], [0.048, 0.884, 0.199], [0.391, -0.267, -0.189], [0.181, 0.170, 0.281], [0.086, -0.111, -0.518], [0.320, -0.113, -0.403], [-0.084, -0.153, -0.176], [0.326, -0.865, 0.234], [0.555, 0.106, 0.466], [0.028, -0.089, 0.340], [0.086, 0.004, -0.358], [-0.364, 0.844, -0.385], [0.152, 0.790, 0.028], [-0.405, 0.051, 0.191], [-0.569, -0.696, 0.134], [-0.247, -0.194, -0.358], [0.038, -0.160, 0.090], [0.152, -0.102, -0.295], [-0.147, 0.241, -0.284], [-0.884, 0.120, -0.121], [0.325, -0.048, -0.172], [0.157, 0.042, -0.422], [0.269, -0.367, 0.056], [0.562, -0.344, 0.468], [-0.123, 0.116, 0.121], [0.562, -0.280, 0.063], [-0.370, -0.142, -0.289], [0.127, 0.038, 0.549], [0.570, -0.197, -0.514], [0.084, -0.047, -0.325], [0.067, -0.239, -0.057], [-0.337, -0.143, 0.079], [0.152, 0.095, 0.296]],
  "mulliken_charge": [-0.4785, -0.6487, -0.3494, -0.3501, -0.3153, -0.5285, -0.5442, -0.2128, -0.5827, -0.3959, 0.4750, -0.4244, -0.3833, -0.0417, 0.8749, 0.2741, -0.7503, -0.5360, -1.0131, -0.3803, -0.8810, -0.7668, -0.7803, -0.5102, -1.4903, 0.1144, 0.7314, -1.4221, -1.2079, -1.4381, -0.6890, 1.6544, -0.7398, -1.0571, -0.3327, -0.6261, -0.1017, 0.6868, -1.7283, -0.4416, 3.0835, -0.6752, -0.6188, 0.3124, 0.2843, -0.7264, 0.4101, 0.4339, 0.1278, -0.0077, 0.2616, 0.4378, 0.3569, 0.3170, 0.1401, 0.2157, 0.3915, 0.4377, 0.3470, 0.3311, -0.1589, 0.3648, 0.2447, -0.2398, 0.2624, 0.3525, 0.3605, 0.3075, -0.1871, 0.4455, 0.3432, 0.3414, 0.3260, 0.3557, 0.3510, 0.3539, 0.4157, 0.0817, 0.2964, 0.3208, -0.3216, 0.2968, 0.4610, 0.3162, 0.2532, -0.4342, 0.3029, 0.3151, 0.3604, -0.4741, 0.4563, 0.3205, 0.5006, 0.2548, 0.2231, 0.2086, 0.4271, -1.6841, 0.3381, 0.3644, 0.6570, -0.6035, 0.2432, -0.4130, 0.3262, 0.4082, 0.2497, 0.4610, 0.4165, 0.3020, 0.2754, 0.4357, 0.3491, 0.2440, 0.0350, 0.3101, 0.3278, -0.3402, 0.3937, -0.0241],
  "relative_energy_kj_mol": 280.1,
  "smiles": "COCCNCCOC.COCCNCCOC.COCCNCCOC.CC(C)O.CC(C)O.CC(C)O.CC(C)O",
  "homo_energy_ev": -8.9,
  "orbital_gap_ev": 9.619,
  "e_tot_ev": -57297.8300
}